# H24O12

A cluster of 12 separate species, H24O12 in total at a distorted geometry (ωB97M-V/def2-TZVPD, the Open Molecules 2025 dataset).

Calculated values
Total charge: 0
LUMO level (eV): -0.25
Strongest force on any atom (Eh/bohr): 0.072
E (a.u.): -917.223818
2S+1: 1

Cartesian coordinates (Å):
O  -2.124064  2.171893  -0.142029
H  -1.450304  2.612750  -0.662144
H  -2.308806  1.401876  -0.652953
O  1.093807  -0.900652  1.999852
H  0.675031  -0.316922  2.603999
H  0.664516  -1.752969  2.133950
O  -2.350223  -0.541425  0.505277
H  -3.158260  -0.739293  0.914073
H  -2.513359  -0.477830  -0.426536
O  3.156924  -2.507929  1.766727
H  2.564702  -1.707764  1.810947
H  3.132199  -2.685811  0.819913
O  1.751015  1.108236  -2.914894
H  0.809398  1.087745  -2.806763
H  1.986689  0.841047  -3.781473
O  -2.064956  -0.284304  3.207580
H  -2.956292  -0.064603  3.413993
H  -1.966341  -0.446317  2.267446
O  -0.793599  2.074220  2.706236
H  0.149053  2.006919  2.957935
H  -1.296670  1.263409  2.760566
O  -0.759797  -2.510980  -0.420612
H  -1.225162  -3.146180  0.073471
H  -1.138403  -1.749495  0.008905
O  -0.105866  3.180121  -1.388360
H  0.555629  2.547154  -1.033836
H  -0.391495  2.800365  -2.219068
O  2.549789  -0.949487  -1.567828
H  3.243647  -0.785720  -0.959248
H  2.293890  -0.091419  -2.025069
O  0.047315  -0.926604  -3.127514
H  0.762895  -1.071230  -2.482839
H  0.471653  -0.874749  -3.980745
O  0.311099  0.598260  -0.142026
H  -0.413634  0.854595  0.461712
H  0.797980  -0.016910  0.321357

Atoms 1-3, force components in eV/Å:
-0.94 0.08 0.86
0.61 0.76 0.02
-0.36 -0.63 -0.45